1.
A molecular structure, C4H12O2Sn at a distorted geometry, computed with wB97M-V/def2-TZVPD.

```
! RIJCOSX wB97M-V def2-TZVPD def2/J DEFGRID3
* xyz 2 1
Sn -21.84 -16.64 4.65
C -17.38 -19.40 3.71
C -18.71 -19.61 3.02
O -19.63 -18.62 3.49
H -17.38 -19.31 4.80
H -16.83 -18.53 3.34
H -16.64 -20.18 3.56
H -19.01 -20.63 3.28
H -18.61 -19.60 1.94
H -20.46 -18.64 3.00
C -21.42 -13.71 1.15
C -20.45 -14.13 2.26
O -20.36 -15.58 2.40
H -22.42 -14.13 1.19
H -21.06 -13.91 0.14
H -21.51 -12.62 1.19
H -20.62 -13.65 3.23
H -19.46 -13.81 1.93
H -19.41 -15.70 2.30
*
```

HOMO level   -17.449 eV
E_tot   -523.58455 Eh
Energy relative to the best compared isomer or geometry (same formula, charge and spin)   2.458 eV
Gap between HOMO and LUMO   5.008 eV
Molar mass   210.85 g mol⁻¹

Atomic partial charges in e from the Mulliken method, atoms 1 to 5: atom 1 (Sn): 1.69, atom 2 (C): -1.20, atom 3 (C): -0.18, atom 4 (O): -0.49, atom 5 (H): 0.33

---

2.
2 unconnected molecules or ions with the total composition C4H12N3 at a distorted geometry, computed with wB97M-V/def2-TZVPD.

```
! RIJCOSX wB97M-V def2-TZVPD def2/J DEFGRID3
* xyz 2 2
C -1.42 -0.78 -1.67
N -1.74 -1.00 -0.25
C -0.80 -1.24 0.67
N -1.02 -1.16 1.99
H -0.56 -0.10 -1.78
H -2.29 -0.29 -2.12
H -1.23 -1.73 -2.19
H -2.61 -0.67 0.11
H 0.17 -1.34 0.30
H -1.82 -0.64 2.36
H -0.29 -1.39 2.62
C 2.24 0.28 0.25
C 1.43 1.40 0.40
N 1.06 2.24 -0.60
H 2.80 0.13 -0.70
H 2.26 -0.43 1.07
H 1.08 1.56 1.41
H 1.49 1.95 -1.48
H 1.26 3.23 -0.38
*
```

HOMO level (alpha / beta)   -18.801 / -18.797 eV
E_tot   -323.16935 Eh
Energy relative to the best compared isomer or geometry (same formula, charge and spin)   1.316 eV
<S²>   0.765
Gap between HOMO and LUMO (alpha / beta)   10.715 / 6.915 eV
Molar mass   102.16 g mol⁻¹

Atomic partial charges in e from the Mulliken method, atoms 1 to 5: atom 1 (C): -0.74, atom 2 (N): -0.13, atom 3 (C): -0.05, atom 4 (N): -0.35, atom 5 (H): 0.21

---

3.
A molecular structure, C30H18F5IMgN5O3S3, computed with wB97M-V/def2-TZVPD.

```
! RIJCOSX wB97M-V def2-TZVPD def2/J DEFGRID3
* xyz -1 1
Mg -0.31 -0.93 0.29
O 2.04 -4.22 0.83
C 1.17 -3.40 0.52
N 1.29 -2.17 0.06
C 2.63 -1.67 -0.08
C 2.69 -0.19 0.17
C 3.92 0.46 0.16
C 4.00 1.80 0.47
C 2.83 2.47 0.80
C 1.64 1.77 0.77
N 1.55 0.48 0.43
C -0.29 -3.86 0.58
C -0.61 -5.11 1.07
C -1.94 -5.51 1.04
C -2.89 -4.65 0.49
C -2.48 -3.41 0.04
N -1.21 -3.01 0.09
H 2.99 -1.84 -1.11
H 3.33 -2.18 0.59
H 4.81 -0.12 -0.07
H 4.95 2.31 0.47
H 2.83 3.52 1.08
H 0.71 2.26 1.02
H 0.18 -5.73 1.46
H -2.23 -6.48 1.42
H -3.93 -4.93 0.43
H -3.17 -2.70 -0.37
O -2.35 -0.54 1.14
S -1.96 -0.91 2.50
O -2.41 -2.19 2.98
N -0.35 -0.71 2.56
C 0.00 0.16 3.54
S 1.53 0.53 3.98
C -1.21 0.80 4.19
C -1.23 1.76 5.18
C -2.47 2.23 5.61
C -3.65 1.75 5.05
C -3.63 0.78 4.06
C -2.39 0.33 3.66
H -0.30 2.13 5.59
H -2.51 2.99 6.38
H -4.60 2.14 5.40
H -4.54 0.40 3.62
I 1.09 -3.07 -3.56
C 1.60 -1.10 -4.06
C 1.46 -0.68 -5.38
C 1.73 0.64 -5.67
C 2.14 1.49 -4.65
C 2.28 0.96 -3.38
N 2.02 -0.32 -3.09
H 1.12 -1.37 -6.14
H 1.60 1.01 -6.68
H 2.34 2.53 -4.83
H 2.61 1.57 -2.55
F -0.75 5.56 -2.62
C -0.89 4.23 -2.48
C -0.93 3.65 -1.23
F -0.83 4.41 -0.13
C -1.08 2.28 -1.11
F -1.16 1.78 0.14
C -1.16 1.41 -2.20
S -1.26 -0.33 -2.06
C -1.14 2.04 -3.44
F -1.22 1.32 -4.58
C -1.01 3.41 -3.59
F -0.98 3.96 -4.82
*
```

HOMO level   -4.826 eV
E_tot   -3845.44321 Eh
Energy relative to the best compared isomer or geometry (same formula, charge and spin)   0.000 eV
Gap between HOMO and LUMO   7.009 eV
Molar mass   838.91 g mol⁻¹

Atomic partial charges in e from the Mulliken method, atoms 1 to 5: atom 1 (Mg): 1.79, atom 2 (O): -0.86, atom 3 (C): -0.11, atom 4 (N): 0.25, atom 5 (C): -1.11

---

4.
2 unconnected molecules or ions with the total composition C9H11F2NO2 at a distorted geometry, computed with wB97M-V/def2-TZVPD.

```
! RIJCOSX wB97M-V def2-TZVPD def2/J DEFGRID3
* xyz 0 1
C -1.67 -1.86 -1.25
C -1.84 -0.48 -0.52
F -2.29 0.41 -1.48
C -0.45 -0.03 -0.03
C 0.05 1.18 -0.55
N 1.24 1.60 -0.14
C 1.73 2.89 -0.67
C 2.01 0.90 0.72
C 1.57 -0.27 1.24
C 0.28 -0.76 0.89
C -0.29 -2.03 1.48
O -1.11 -1.94 2.36
O 0.08 -3.27 1.03
H -0.61 -2.01 -1.47
H -1.95 -2.66 -0.54
H -2.29 -1.91 -2.15
H -2.55 -0.55 0.32
H -0.52 1.77 -1.27
H 0.82 3.50 -0.81
H 2.33 3.34 0.13
H 2.28 2.79 -1.61
H 2.99 1.26 1.01
H 2.17 -0.85 1.95
H -0.74 -3.79 1.08
F -1.23 2.76 0.30
*
```

HOMO level   -8.457 eV
E_tot   -754.45171 Eh
Energy relative to the best compared isomer or geometry (same formula, charge and spin)   0.000 eV
Gap between HOMO and LUMO   8.057 eV
Molar mass   203.19 g mol⁻¹

Atomic partial charges in e from the Mulliken method, atoms 1 to 5: atom 1 (C): -1.06, atom 2 (C): 0.09, atom 3 (F): -0.37, atom 4 (C): 0.00, atom 5 (C): 0.02

---

5.
A single C14H19NO4 molecule, computed with wB97M-V/def2-TZVPD.

```
! RIJCOSX wB97M-V def2-TZVPD def2/J DEFGRID3
* xyz 0 1
C -2.32 -4.49 -4.65
C -1.76 -3.11 -4.30
C -2.82 -2.02 -4.48
C -2.28 -0.64 -4.15
H -1.37 -0.42 -4.71
H -3.03 0.13 -4.37
O -1.99 -0.57 -2.75
C -0.89 0.14 -2.39
O -0.16 0.70 -3.16
N -0.77 0.08 -1.03
C 0.18 0.68 -0.21
C 0.10 0.45 1.15
C 1.02 1.04 2.02
C 2.02 1.86 1.52
C 2.10 2.09 0.16
C 1.19 1.51 -0.71
H 1.25 1.69 -1.77
H 2.87 2.73 -0.24
H 2.73 2.31 2.20
C 0.88 0.74 3.47
O 0.05 0.01 3.93
O 1.79 1.39 4.21
C 1.77 1.16 5.62
C 2.54 -0.10 5.98
H 2.56 -0.22 7.06
H 2.06 -0.97 5.54
H 3.56 -0.04 5.61
H 2.22 2.04 6.06
H 0.72 1.07 5.94
H -0.67 -0.18 1.57
H -1.48 -0.47 -0.56
H -3.17 -2.01 -5.51
H -3.67 -2.23 -3.83
H -0.91 -2.89 -4.95
H -1.41 -3.11 -3.27
H -1.55 -5.25 -4.51
H -2.65 -4.52 -5.68
H -3.16 -4.73 -4.00
*
```

HOMO level   -8.675 eV
E_tot   -900.64614 Eh
Energy relative to the best compared isomer or geometry (same formula, charge and spin)   0.060 eV
Gap between HOMO and LUMO   9.284 eV
Molar mass   265.31 g mol⁻¹

Atomic partial charges in e from the Mulliken method, atoms 1 to 5: atom 1 (C): -1.33, atom 2 (C): -0.19, atom 3 (C): -0.67, atom 4 (C): -0.56, atom 5 (H): 0.38

---

6.
A single C2H5N3O molecule at a distorted geometry, computed with wB97M-V/def2-TZVPD.

```
! RIJCOSX wB97M-V def2-TZVPD def2/J DEFGRID3
* xyz 0 1
C 0.40 0.31 -0.33
N 1.36 0.26 -1.31
C -1.63 -0.16 0.22
O 0.78 -0.47 1.88
N 0.69 0.54 0.92
N -0.91 0.50 -0.63
H 0.10 -1.14 1.69
H 1.09 0.68 -2.18
H 2.29 0.52 -1.01
H -1.51 -1.23 0.38
H -2.66 0.17 0.38
*
```

HOMO level (alpha / beta)   -8.844 / -7.059 eV
E_tot   -318.51696 Eh
Energy relative to the best compared isomer or geometry (same formula, charge and spin)   6.355 eV
Gap between HOMO and LUMO (alpha / beta)   8.514 / 6.670 eV
Molar mass   87.08 g mol⁻¹

Atomic partial charges in e from the Mulliken method, atoms 1 to 5: atom 1 (C): 0.43, atom 2 (N): -0.38, atom 3 (C): -0.47, atom 4 (O): -0.26, atom 5 (N): -0.37

---

7.
A molecular structure, C24H25CoF3N8S3, computed with wB97M-V/def2-TZVPD.

```
! RIJCOSX wB97M-V def2-TZVPD def2/J DEFGRID3
* xyz 1 1
Co 0.14 -0.05 0.24
F 4.40 -0.64 4.47
C 4.00 0.30 3.59
F 4.67 0.09 2.46
F 4.40 1.48 4.09
C 2.50 0.27 3.43
C 1.76 0.29 4.60
C 0.38 0.25 4.54
C -0.22 0.19 3.31
N 0.48 0.18 2.18
C 1.83 0.21 2.21
S 2.46 0.13 0.60
H 2.27 0.34 5.55
H -0.23 0.27 5.44
H -1.30 0.14 3.22
C 2.92 -0.88 -4.72
C 3.27 -1.00 -3.39
C 2.29 -0.87 -2.40
C 0.97 -0.62 -2.75
C 0.63 -0.51 -4.09
C 1.60 -0.64 -5.07
N -0.03 -0.45 -1.71
N -1.19 -0.49 -2.16
C -2.18 -0.28 -1.21
C -3.50 -0.33 -1.64
C -4.51 -0.12 -0.72
C -4.16 0.15 0.60
C -2.83 0.20 1.01
C -1.79 -0.03 0.11
H 3.68 -0.97 -5.49
H 4.29 -1.18 -3.10
H 2.57 -0.96 -1.36
H -0.40 -0.31 -4.36
H 1.32 -0.54 -6.11
H -3.72 -0.52 -2.69
H -5.55 -0.14 -1.02
H -4.94 0.33 1.33
H -2.63 0.46 2.04
C -3.06 4.65 1.28
C -1.59 4.69 1.71
C -0.76 3.78 0.87
N -0.75 2.50 0.98
N 0.06 1.88 0.05
C 0.67 2.73 -0.75
N 1.53 2.39 -1.72
S 0.26 4.37 -0.41
H -3.65 5.33 1.90
H -3.46 3.64 1.38
H -3.17 4.96 0.24
H -1.50 4.36 2.75
H -1.20 5.70 1.65
H 1.88 1.45 -1.78
H 2.08 3.11 -2.16
C -0.73 -5.71 -0.96
N -0.84 -4.46 -0.23
C 0.09 -3.52 -0.18
N 1.13 -3.61 -1.00
S -0.03 -2.28 1.00
H -1.60 -6.32 -0.75
H 0.17 -6.26 -0.66
H -0.69 -5.53 -2.04
H -1.60 -4.34 0.42
H 1.21 -4.33 -1.70
H 1.87 -2.94 -0.91
*
```

HOMO level   -10.599 eV
E_tot   -4244.39115 Eh
Energy relative to the best compared isomer or geometry (same formula, charge and spin)   0.000 eV
Gap between HOMO and LUMO   7.176 eV
Molar mass   637.65 g mol⁻¹

Atomic partial charges in e from the Mulliken method, atoms 1 to 5: atom 1 (Co): -1.11, atom 2 (F): -0.26, atom 3 (C): 0.48, atom 4 (F): -0.23, atom 5 (F): -0.26

---

8.
2 unconnected molecules or ions with the total composition C6H15N at a distorted geometry, computed with wB97M-V/def2-TZVPD.

```
! RIJCOSX wB97M-V def2-TZVPD def2/J DEFGRID3
* xyz 0 1
C 0.01 -0.66 0.94
N -0.77 0.12 0.03
C -1.71 1.08 0.61
C -3.05 0.38 0.82
C 1.38 -1.01 0.32
C 2.03 0.14 -1.97
C 2.07 0.13 -0.44
H 0.16 -0.02 1.83
H -0.62 -1.58 1.26
H 1.29 -1.87 -0.38
H -1.31 1.40 1.56
H -1.78 1.97 -0.01
H -3.79 1.00 1.30
H -3.04 -0.50 1.47
H -3.51 0.18 -0.13
H -0.07 -1.12 -1.09
H 1.98 -1.39 1.22
H 0.95 0.17 -2.19
H 2.54 0.99 -2.45
H 2.47 -0.70 -2.49
H 3.13 0.24 -0.19
H 1.63 1.03 -0.02
*
```

HOMO level   -7.634 eV
E_tot   -292.14110 Eh
Energy relative to the best compared isomer or geometry (same formula, charge and spin)   6.202 eV
Gap between HOMO and LUMO   6.965 eV
Molar mass   101.19 g mol⁻¹

Atomic partial charges in e from the Mulliken method, atoms 1 to 5: atom 1 (C): -0.67, atom 2 (N): -0.29, atom 3 (C): -0.52, atom 4 (C): -1.13, atom 5 (C): -0.98